i.
Density functional theory data (ωB97M-V with the def2-TZVPD basis set) for a cluster of 2 separate species, CH3O3 in total.

Bonds (Å) are listed after each position.
Element x y z (Å)
1 O 3.0430 2.6120 -0.5021  H2 0.984, H3 0.984
2 H 2.8747 3.0201 0.3773  O1 0.984
3 H 2.2515 2.0524 -0.6714  O1 0.984
4 O -1.4035 1.1194 -1.2767  C6 1.262
5 O 0.0000 0.0000 0.0000  C6 1.244
6 C -1.0199 0.0590 -0.7093  O4 1.262, O5 1.244, H7 1.117
7 H -1.7029 -0.8247 -0.7236  C6 1.117

Properties
* gap between HOMO and LUMO: 0.294 Eh
* total charge: -1
* HOMO energy: -0.1403 Eh

Results of the Mulliken charge analysis, in e, for atoms 1 through 2: O -0.6961; H 0.3058

ii.
Density functional theory data (ωB97M-V with the def2-TZVPD basis set) for a cluster of 2 separate species, CH3O3 in total.

Bonds (Å) are listed after each position.
Element x y z (Å)
1 O -0.7560 1.1679 -2.2706  H2 0.943, H7 0.985
2 H -1.3774 0.5432 -2.6069  O1 0.943
3 O 1.0833 -0.3851 1.8228  C4 1.235
4 C 0.1208 -0.6416 1.0918  O3 1.235, O5 1.255, H6 1.129
5 O -0.1344 -0.2829 -0.0833  C4 1.255
6 H -0.6228 -1.3727 1.5247  C4 1.129
7 H -0.5109 0.8011 -1.3899  O1 0.985

Properties
* gap between HOMO and LUMO: 0.319 Eh
* total charge: -1
* HOMO energy: -0.1567 Eh

Results of the Mulliken charge analysis, in e, for atoms 1 through 2: O -0.6974; H 0.2582

Relative energy table, unit kcal/mol: i 9.8; ii 0.0

i.
Density functional theory data (ωB97M-V with the def2-TZVPD basis set) for the ion C4H6NO2 with charge +1.

Bonds (Å) are listed after each position.
Element x y z (Å)
1 C -1.5609 -1.0081 -0.8730  C2 1.337, C3 1.391, H8 1.089
2 C -0.3540 -0.4630 -1.0593  C1 1.337, N5 1.322, H9 1.076
3 C -2.2943 -0.6321 0.2481  C1 1.391, O6 1.192, H10 1.100
4 C 1.0395 1.0603 0.5444  N5 1.369, O7 1.389, H11 1.090, H12 1.131
5 N 0.0962 0.5014 -0.2746  C2 1.322, C4 1.369
6 O -1.9076 0.2081 1.0000  C3 1.192
7 O 1.9501 0.1396 1.0477  C4 1.389, H13 1.027
8 H -1.9397 -1.8221 -1.4898  C1 1.089
9 H 0.1038 -0.5076 -2.0319  C2 1.076
10 H -3.3079 -1.0542 0.3071  C3 1.100
11 H 1.4921 1.7500 -0.1683  C4 1.090
12 H 0.5684 1.5581 1.4438  C4 1.131
13 H 1.7355 -0.4007 1.8945  O7 1.027

Properties
* gap between HOMO and LUMO (spin up / spin down): 0.258 / 0.252 Eh
* total charge: +1
* HOMO energy (spin up / spin down): -0.5563 / -0.5502 Eh

Results of the Mulliken charge analysis, in e, for atoms 1 through 2: C -0.4719; C 0.0611

ii.
Density functional theory data (ωB97M-V with the def2-TZVPD basis set) for the ion C4H6NO2 with charge +1.

Bonds (Å) are listed after each position.
Element x y z (Å)
1 C 1.7616 -0.7368 -0.7769  C2 1.474, H8 1.071, H9 1.079, H10 1.153
2 C 0.6484 0.1721 -0.4512  C1 1.474, O3 1.185, C4 1.524
3 O 0.4474 1.2272 -0.9510  C2 1.185
4 C -0.2886 -0.3612 0.6262  C2 1.524, C5 1.480, H11 1.059, H12 1.122
5 C -1.5551 0.3838 0.8054  C4 1.480, N6 1.257, H13 1.071
6 N -1.9489 1.3623 0.1215  C5 1.257, O7 1.140
7 O -2.3966 2.2123 -0.4925  N6 1.140
8 H 1.4357 -1.7407 -0.5976  C1 1.071
9 H 2.5350 -0.5616 -0.0457  C1 1.079
10 H 2.0494 -0.5618 -1.8791  C1 1.153
11 H 0.2286 0.0148 1.4705  C4 1.059
12 H -0.5468 -1.4448 0.7640  C4 1.122
13 H -2.3701 0.0344 1.4066  C5 1.071

Properties
* gap between HOMO and LUMO (spin up / spin down): 0.287 / 0.287 Eh
* SMILES: CC(=O)CC=[N+]=O
* total charge: +1
* HOMO energy (spin up / spin down): -0.5495 / -0.5495 Eh

Results of the Mulliken charge analysis, in e, for atoms 1 through 2: C -1.1395; C 0.7404

iii.
Density functional theory data (ωB97M-V with the def2-TZVPD basis set) for the ion C4H6NO2 with charge +1.

Bonds (Å) are listed after each position.
Element x y z (Å)
1 C -2.4445 -0.2378 -0.1204  C2 1.445, H8 1.095, H9 1.109, H10 1.139
2 C -1.2207 0.2568 0.4675  C1 1.445, O3 1.157, O4 1.638
3 O -0.7938 0.8336 1.3746  C2 1.157
4 O -0.1492 -0.7683 -0.2278  C2 1.638, N5 1.268
5 N 1.0610 -0.4001 -0.1375  O4 1.268, C6 1.253, C7 1.637
6 C 2.2896 -0.6458 -0.1102  N5 1.253, C7 1.502, H11 1.084
7 C 2.1166 0.8393 0.0371  N5 1.637, C6 1.502, H12 1.026, H13 1.162
8 H -3.3519 -0.0251 0.4548  C1 1.095
9 H -2.1494 -1.2424 -0.4845  C1 1.109
10 H -2.6622 0.2203 -1.1401  C1 1.139
11 H 3.0244 -1.4431 -0.1211  C6 1.084
12 H 2.1182 1.2189 0.9904  C7 1.026
13 H 2.1618 1.3939 -0.9829  C7 1.162

Properties
* gap between HOMO and LUMO: 0.421 Eh
* SMILES: CC(=O)O[N+]1=CC1
* total charge: +1
* HOMO energy: -0.5786 Eh

Results of the Mulliken charge analysis, in e, for atoms 1 through 2: C -0.9960; C 0.8210

Relative energy table, unit kcal/mol: i 23.3; ii 0.0; iii 16.3

i.
Density functional theory data (ωB97M-V with the def2-TZVPD basis set) for a cluster of 2 separate species, H7N4OP in total.

Bonds (Å) are listed after each position.
Element x y z (Å)
1 H -3.9797 -0.4967 1.1691  N2 1.064
2 N -3.1632 0.1821 1.0968  H1 1.064, N3 1.203
3 N -2.5670 0.1806 0.0519  N2 1.203, H4 1.019
4 H -2.8346 -0.5607 -0.5935  N3 1.019
5 N 0.6887 -1.1759 -0.0329  P6 1.633, H9 1.050, H10 1.046
6 P 1.5824 0.0110 0.6448  N5 1.633, N7 1.791, O8 1.693
7 N 1.0612 1.2365 -0.5533  P6 1.791, H11 1.080, H12 1.006
8 O 3.2216 0.0752 0.2280  P6 1.693, H13 0.934
9 H 0.4189 -0.9878 -1.0301  N5 1.050
10 H 0.6320 -2.1939 0.1993  N5 1.046
11 H 0.0224 1.3501 -0.2798  N7 1.080
12 H 1.5011 2.0861 -0.2407  N7 1.006
13 H 3.4162 0.2933 -0.6596  O8 0.934

Properties
* gap between HOMO and LUMO: 0.343 Eh
* SMILES: [H]/N=N\[H].NP(N)O
* HOMO energy: -0.3134 Eh

Results of the Mulliken charge analysis, in e, for atoms 1 through 2: H 0.2031; N -0.2746

ii.
Density functional theory data (ωB97M-V with the def2-TZVPD basis set) for the molecule H7N4OP.

Bonds (Å) are listed after each position.
Element x y z (Å)
1 N -1.6471 2.0635 -0.4050  N2 1.350, H7 1.049, H8 0.955
2 N -0.6595 1.2603 -0.8549  N1 1.350, P3 2.162, H9 1.040
3 P 0.3704 0.1298 0.6737  N2 2.162, O4 1.646, N5 1.623
4 O -1.0295 -0.2814 1.4359  P3 1.646, H10 0.929
5 N 0.6755 -1.3072 -0.0169  P3 1.623, N6 1.414, H11 1.065
6 N 1.9371 -1.7005 -0.5188  N5 1.414, H12 1.042, H13 1.074
7 H -2.5214 1.4860 -0.3534  N1 1.049
8 H -1.4793 2.8382 0.1279  N1 0.955
9 H 0.0922 1.8761 -1.2248  N2 1.040
10 H -0.7093 -0.9166 2.0339  O4 0.929
11 H 0.0050 -1.6338 -0.7776  N5 1.065
12 H 2.2680 -2.6219 -0.1633  N6 1.042
13 H 2.6980 -1.1925 0.0436  N6 1.074

Properties
* gap between HOMO and LUMO: 0.300 Eh
* SMILES: NNP(O)NN
* HOMO energy: -0.2611 Eh

Results of the Mulliken charge analysis, in e, for atoms 1 through 2: N -0.3434; N -0.4575

Relative energy table, unit kcal/mol: i 0.0; ii 45.7